# 1
The following is a DFT calculation (ωB97M-V with the def2-TZVPD basis set) of a structure of composition C18H48AlF3N7O12P2S2.

Last column: Mulliken charge in e.
Atoms and positions in Å:
Al  19.536  14.659  -0.287  1.391
N  22.145  14.339  -1.362  0.172
S  23.427  13.694  -1.070  0.752
O  24.527  14.618  -0.930  -0.587
O  23.593  12.295  -1.417  -0.603
F  23.147  13.512  0.430  -0.324
S  22.579  14.349  -3.000  1.109
O  22.180  13.191  -3.767  -0.596
O  23.773  15.088  -3.480  -0.577
F  21.429  15.454  -3.343  -0.224
F  17.544  16.695  0.321  -0.543
O  20.714  17.324  -0.654  -0.580
P  21.322  18.573  -1.113  0.008
N  20.461  20.023  -0.729  0.408
C  20.809  21.335  -1.421  -0.954
C  19.082  19.979  -0.377  -0.937
N  21.689  18.656  -2.851  0.720
C  22.650  19.555  -3.474  -1.144
C  20.663  18.250  -3.824  -0.758
N  22.872  18.785  -0.568  0.353
C  24.040  17.955  -0.880  -1.147
C  23.036  19.420  0.733  -1.092
H  20.293  22.198  -1.001  0.413
H  20.521  21.267  -2.470  0.274
H  21.858  21.629  -1.406  0.280
H  18.729  20.843  0.186  0.413
H  18.848  19.030  0.104  0.347
H  18.369  19.888  -1.197  0.281
H  23.179  20.096  -2.689  0.351
H  23.242  19.018  -4.216  0.306
H  22.045  20.267  -4.036  0.456
H  21.125  17.938  -4.760  0.427
H  20.115  17.372  -3.480  -0.239
H  19.897  18.960  -4.134  0.316
H  23.977  17.401  -1.817  0.241
H  24.902  18.618  -0.950  0.349
H  24.110  17.281  -0.026  0.517
H  23.933  19.026  1.213  0.460
H  22.213  19.185  1.408  0.362
H  23.037  20.500  0.581  0.270
O  16.798  13.603  -0.655  -0.143
P  15.484  12.918  -0.638  -0.793
N  15.453  11.218  -0.231  0.762
C  14.439  10.173  -0.685  -1.186
C  16.286  10.769  0.903  -1.234
N  14.683  12.965  -2.165  0.524
C  13.214  12.966  -2.258  -0.948
C  15.449  12.791  -3.419  -0.833
N  14.293  13.635  0.297  0.434
C  14.180  15.124  0.086  -0.821
C  13.238  12.957  1.002  -0.912
H  13.429  10.387  -0.333  0.299
H  14.821  9.214  -0.333  0.499
H  14.322  10.122  -1.767  0.272
H  15.768  10.074  1.563  0.454
H  16.570  11.551  1.608  0.351
H  17.187  10.280  0.531  0.188
H  12.819  13.980  -2.190  0.286
H  12.824  12.516  -3.171  0.366
H  12.771  12.289  -1.528  0.269
H  16.472  12.429  -3.319  -0.102
H  14.971  12.104  -4.117  0.444
H  15.502  13.756  -3.924  0.404
H  13.381  15.435  -0.587  0.266
H  13.975  15.484  1.094  0.379
H  15.091  15.560  -0.322  0.109
H  13.456  11.896  1.118  0.253
H  12.267  13.036  0.513  0.338
H  13.004  13.354  1.990  0.340
C  17.153  17.580  -2.561  -0.365
O  17.292  16.860  -3.797  -0.456
C  17.896  15.655  -3.802  0.626
O  18.413  15.015  -2.893  -0.200
O  17.862  15.238  -5.005  -0.408
C  18.555  14.049  -5.421  -0.346
H  17.164  18.657  -2.731  0.273
H  17.975  17.398  -1.869  0.036
H  16.222  17.182  -2.159  0.269
H  19.589  14.053  -5.075  0.094
H  18.598  13.935  -6.504  0.298
H  18.086  13.155  -5.011  0.111
C  21.613  10.068  -1.663  -0.810
O  20.264  9.877  -2.126  -0.293
C  19.366  10.764  -1.676  0.561
O  19.614  11.779  -1.021  -0.343
O  18.053  10.466  -2.067  -0.037
C  17.751  9.258  -2.780  -0.833
H  22.078  9.088  -1.557  0.328
H  21.647  10.531  -0.677  0.310
H  22.271  10.688  -2.271  0.320
H  16.707  8.961  -2.688  0.252
H  18.338  8.400  -2.453  0.382
H  17.942  9.385  -3.846  0.297

Summary:
charge = +1
energy above the lowest of the compared OMol25 structures with the same formula, charge and spin = 384.48 kJ/mol
HOMO-LUMO gap = 2.32 eV



# 2
The following is a DFT calculation (ωB97M-V with the def2-TZVPD basis set) of a structure of composition C25H41As3N3SSn.

Last column: Mulliken charge in e.
Atoms and positions in Å:
Sn  0.352  0.342  -0.105  0.928
C  0.280  -0.422  5.046  -1.392
As  -0.291  -0.167  3.174  0.680
C  -0.521  1.776  3.322  -1.001
C  -2.218  -0.561  3.319  -1.277
C  -2.685  -2.000  3.073  2.559
C  -1.618  -2.975  3.578  -2.098
C  -2.954  -2.250  1.590  -1.390
As  -1.472  -1.979  0.290  0.783
C  -0.690  -3.781  0.247  -1.335
C  -2.575  -2.139  -1.321  -1.264
C  -3.969  -2.271  3.879  -2.139
As  -5.744  -1.342  3.668  0.298
C  -5.399  0.350  2.679  -0.931
C  -6.467  -2.351  2.132  -1.081
H  -0.516  -0.121  5.724  0.426
H  1.156  0.200  5.234  0.429
H  0.546  -1.458  5.252  0.388
H  -1.063  2.018  4.236  0.406
H  -1.080  2.160  2.469  0.125
H  0.446  2.280  3.352  0.410
H  -2.698  0.098  2.592  -0.049
H  -2.535  -0.241  4.316  0.767
H  -0.674  -2.804  3.050  0.208
H  -1.922  -4.008  3.423  0.493
H  -1.456  -2.830  4.646  0.366
H  -3.741  -1.568  1.256  -0.190
H  -3.320  -3.275  1.445  0.741
H  -1.480  -4.530  0.310  0.410
H  0.006  -3.936  1.068  0.363
H  -0.154  -3.910  -0.693  0.420
H  -3.228  -3.011  -1.263  0.449
H  -1.925  -2.237  -2.191  0.458
H  -3.187  -1.248  -1.461  0.290
H  -3.717  -2.119  4.935  0.577
H  -4.228  -3.332  3.785  0.572
H  -4.824  1.043  3.288  0.333
H  -6.372  0.804  2.490  0.517
H  -4.901  0.199  1.725  0.044
H  -6.476  -3.414  2.366  0.341
H  -5.910  -2.198  1.210  0.241
H  -7.498  -2.044  1.964  0.401
C  3.150  -0.224  2.051  -1.021
C  3.667  -0.155  0.656  0.769
C  5.051  -0.092  0.425  -0.813
C  5.520  -0.009  -0.856  -0.720
C  4.610  -0.030  -1.932  1.038
C  5.028  0.048  -3.275  -0.901
C  4.112  -0.063  -4.283  -0.631
C  2.755  -0.225  -3.985  -0.692
C  2.302  -0.237  -2.686  0.698
S  0.566  -0.399  -2.432  -0.492
C  3.228  -0.144  -1.619  -0.121
N  2.798  -0.171  -0.336  -0.101
H  3.970  -0.267  2.761  0.399
H  2.521  -1.109  2.172  0.187
H  2.531  0.648  2.273  0.125
H  5.726  -0.106  1.267  0.390
H  6.579  0.062  -1.054  0.443
H  6.075  0.200  -3.481  0.398
H  4.420  -0.019  -5.316  0.394
H  2.033  -0.327  -4.778  0.471
C  -4.733  3.687  0.204  -0.755
N  -3.377  3.273  -0.039  0.158
C  -2.281  4.073  -0.181  -0.414
C  -1.218  3.240  -0.357  -0.702
N  -1.647  1.948  -0.325  0.060
C  -2.946  2.007  -0.137  -0.649
H  -4.789  4.772  0.160  0.292
H  -5.064  3.356  1.190  0.287
H  -5.400  3.262  -0.547  0.319
H  -2.339  5.140  -0.152  0.424
H  -0.180  3.479  -0.500  0.462
H  -3.593  1.155  -0.079  0.420

Summary:
charge = +1
HOMO-LUMO gap = 7.34 eV



# 3
The following is a DFT calculation (ωB97M-V with the def2-TZVPD basis set) of a cluster of 2 separate species, CH3ClFOP in total.

Last column: Mulliken charge in e.
Atoms and positions in Å:
C  -0.095  0.072  -0.149  -0.737
O  -2.248  0.803  -1.904  -0.415
F  -2.678  -2.476  0.333  -0.660
P  -1.922  0.263  -0.592  0.889
Cl  -3.112  0.868  0.813  -0.049
H  0.343  0.999  -0.156  0.376
H  -0.085  -0.269  0.843  0.314
H  0.287  -0.559  -0.970  0.282

Summary:
charge = 0
energy above the lowest of the compared OMol25 structures with the same formula, charge and spin = 514.63 kJ/mol
HOMO-LUMO gap (alpha / beta) = 7.13 / 7.01 eV



# 4
The following is a DFT calculation (ωB97M-V with the def2-TZVPD basis set) of a structure of composition C32H34AsClOTi.

Last column: Mulliken charge in e.
Atoms and positions in Å:
C  5.637  -2.255  -0.710  0.969
C  5.521  -3.557  -1.514  -1.392
C  6.534  -1.259  -1.455  -1.386
C  6.214  -2.548  0.681  -1.380
Cl  3.965  -1.508  -0.516  -0.144
H  7.539  -1.675  -1.577  0.376
H  6.609  -0.317  -0.904  0.372
H  6.125  -1.037  -2.446  0.374
H  6.512  -4.006  -1.640  0.372
H  5.096  -3.367  -2.505  0.376
H  4.875  -4.277  -1.003  0.374
H  7.216  -2.980  0.587  0.368
H  5.579  -3.253  1.226  0.373
H  6.284  -1.630  1.274  0.370
C  -1.253  0.399  -2.248  -0.003
C  -0.129  1.289  -2.221  -0.743
C  1.011  0.530  -1.806  -0.516
H  -0.136  2.330  -2.554  0.511
C  0.588  -0.830  -1.530  -0.407
C  -0.815  -0.903  -1.822  -0.683
H  -1.414  -1.812  -1.773  0.522
H  -2.248  0.657  -2.620  0.632
H  2.043  0.871  -1.763  0.762
H  1.227  -1.645  -1.195  0.574
C  0.004  0.402  2.306  -0.766
C  -0.271  1.779  2.019  -0.065
C  0.700  2.247  1.072  -0.810
H  -1.018  2.400  2.528  0.622
C  1.606  1.161  0.816  -0.397
C  1.162  0.004  1.561  -0.459
H  1.655  -0.967  1.583  0.598
H  -0.515  -0.227  3.031  0.565
H  0.793  3.267  0.695  0.497
H  2.522  1.191  0.227  0.844
Ti  -0.372  0.474  -0.017  0.655
O  -2.079  -0.101  0.533  -0.678
As  -3.767  0.280  0.764  1.621
C  -3.846  0.836  2.607  0.205
C  -4.164  2.182  2.876  -0.300
C  -4.248  2.618  4.199  -0.702
C  -3.988  1.728  5.252  -0.504
C  -3.690  0.389  4.980  -0.817
C  -3.614  -0.068  3.653  -0.296
C  -4.081  1.679  -0.509  0.105
C  -3.201  2.770  -0.577  -0.041
C  -3.465  3.809  -1.473  -0.867
C  -4.592  3.755  -2.303  -0.576
C  -5.457  2.655  -2.242  -0.727
C  -5.204  1.606  -1.348  -0.491
C  -4.666  -1.339  0.261  0.028
C  -5.619  -1.851  1.155  -0.554
C  -6.351  -2.991  0.802  -0.649
C  -6.129  -3.613  -0.429  -0.502
C  -5.226  -3.056  -1.346  -0.880
C  -4.476  -1.927  -1.003  0.013
H  -4.365  2.868  2.048  0.364
H  -4.527  3.652  4.399  0.441
H  -4.031  2.082  6.284  0.431
H  -3.519  -0.318  5.798  0.423
H  -3.402  -1.118  3.441  0.562
H  -2.316  2.819  0.068  0.507
H  -2.790  4.666  -1.509  0.461
H  -4.799  4.577  -2.992  0.431
H  -6.341  2.608  -2.884  0.436
H  -5.876  0.748  -1.295  0.478
H  -5.803  -1.334  2.099  0.424
H  -7.103  -3.369  1.495  0.418
H  -6.679  -4.520  -0.687  0.409
H  -5.119  -3.489  -2.340  0.421
H  -3.781  -1.479  -1.716  0.453

Summary:
charge = +2
energy above the lowest of the compared OMol25 structures with the same formula, charge and spin = 0.00 kJ/mol
HOMO-LUMO gap = 7.49 eV



| no. | strongest force on any atom (eV/A) |
| --- | --- |
| 1 | 12.5 |
| 2 | 0.9 |
| 3 | 3.6 |
| 4 | 2.1 |